(1)
Molecular formula: H4S2
Method: DFT, ωB97M-V with the def2-TZVPD basis set

```
6
Properties=species:S:1:pos:R:3:forces:R:3
S -0.42993 -1.62525 0.34951 0.13 -0.13 0.29
H 0.75390 -1.18580 0.81550 -0.20 -0.03 -0.06
H -0.65552 -2.35261 1.45936 0.05 0.05 -0.18
S -0.39017 1.94536 -0.58115 0.24 -0.01 -0.15
H 0.93533 2.13420 -0.44287 -0.18 0.00 -0.04
H -0.21362 1.08410 -1.60035 -0.03 0.12 0.14
```
Positions in Å, forces in eV/Å.

The value obtained for the energy above the lowest of the compared OMol25 structures with the same formula, charge and spin is 1.60 kcal per mole. The value obtained for the total energy is -798.7469 Ha. Its spin multiplicity is 1. As for the gap between HOMO and LUMO: 10.18 eV. The SMILES is S.S.

***

(2)
Molecular formula: H4S2Si
Method: DFT, ωB97M-V with the def2-TZVPD basis set

```
7
Properties=species:S:1:pos:R:3:forces:R:3
Si -1.29807 0.69408 0.52358 0.23 -0.64 -1.94
S -2.30880 -0.90541 0.02774 0.14 0.46 0.16
S 1.83815 -0.65907 0.08132 -3.93 -1.17 -1.82
H -0.58633 1.57497 -0.46967 -0.48 -0.18 0.36
H -0.94197 1.07563 1.83137 0.16 0.43 1.37
H 0.52272 -1.11911 -1.17928 2.97 0.99 2.85
H 2.77430 -0.66109 -0.81506 0.91 0.10 -0.98
```
Positions in Å, forces in eV/Å.

The value obtained for the energy above the lowest of the compared OMol25 structures with the same formula, charge and spin is 74.09 kcal per mole. The value obtained for the total energy is -1088.1674 Ha. Its spin multiplicity is 1. As for the gap between HOMO and LUMO: 8.46 eV.

***

(3)
Molecular formula: H50O25
Method: DFT, ωB97M-V with the def2-TZVPD basis set

```
75
Properties=species:S:1:pos:R:3:forces:R:3
O -0.32891 1.85499 -4.09835 -0.82 2.70 -1.99
H -1.09210 2.39669 -4.51901 0.77 -1.46 1.31
H 0.38844 2.49409 -4.28209 0.04 -0.64 0.56
O -1.50258 -2.01525 0.02226 0.87 0.49 1.02
H -0.96986 -1.21822 0.27708 -0.59 -0.80 -0.57
H -1.51473 -2.47625 0.88815 -0.29 0.16 -0.52
O -1.55996 -1.99093 3.25309 2.23 1.20 -1.67
H -1.20960 -2.85937 2.97754 -0.83 -0.51 0.58
H -2.31358 -1.96426 3.78974 -1.36 -0.68 1.07
O 3.46522 3.38633 1.78912 -1.04 -2.48 0.33
H 4.29977 3.78127 1.93200 1.43 0.79 0.24
H 3.59753 2.44504 2.12532 -0.27 1.44 -0.59
O -0.40019 -0.32458 -2.81814 0.37 -0.45 1.02
H -0.34410 0.52800 -3.29703 -0.07 -0.16 -0.28
H -0.16870 -0.05231 -1.91025 -0.25 -0.11 -0.22
O -2.94850 3.82773 0.20343 0.03 0.92 0.67
H -2.86467 4.36545 1.01528 0.12 -0.11 -0.75
H -2.98173 2.91491 0.51334 -0.15 -0.58 -0.19
O 0.48913 -4.21736 -0.75840 -0.25 1.03 0.13
H -0.17393 -3.58388 -0.39595 0.19 -0.56 -0.10
H 0.63491 -3.79871 -1.63501 -0.09 -0.44 -0.13
O 2.41346 -2.17131 0.11443 -1.80 -0.93 -0.40
H 1.72716 -1.62904 0.57144 0.73 -0.15 0.15
H 1.79991 -2.86070 -0.29740 1.26 0.76 0.42
O 5.56866 -1.87225 4.12447 0.92 -1.10 0.80
H 5.75506 -2.84437 4.16897 -0.40 1.22 -0.29
H 6.19346 -1.52753 4.79523 -0.55 -0.03 -0.55
O -0.84649 -6.59132 0.60961 -1.06 0.65 1.15
H -0.09288 -6.29091 0.13875 1.16 0.56 -0.93
H -1.02655 -7.47665 0.35862 -0.14 -1.15 -0.39
O -2.96316 1.14870 0.50308 -0.77 -0.77 0.61
H -3.53912 0.65689 1.11558 0.14 0.34 0.29
H -3.25814 0.81140 -0.37032 0.58 0.45 -0.36
O -0.36563 1.23945 -0.05405 -0.49 -0.74 0.90
H -1.21126 1.19623 0.48861 0.76 0.45 -1.16
H -0.07097 2.15059 -0.13487 0.06 0.02 0.09
O -4.86236 0.10567 2.45433 0.55 -0.05 0.01
H -5.77424 0.40055 2.40012 -0.11 -0.28 0.02
H -4.83105 -0.84483 2.62401 -0.37 0.28 -0.08
O 2.32219 2.53391 -0.74739 1.38 -2.06 -0.83
H 2.68738 1.64419 -1.16774 -1.20 2.09 0.93
H 3.00994 2.79747 -0.09823 -0.66 0.01 -0.27
O 1.91319 -4.45904 2.30422 1.31 1.04 0.20
H 2.64011 -4.25029 2.93950 -1.01 -0.48 -0.50
H 2.07800 -3.75713 1.63215 -0.27 -0.48 0.16
O 2.85983 -0.01987 -1.91627 -0.35 0.07 -1.04
H 2.35631 -0.43615 -2.65724 0.50 0.42 1.04
H 3.04573 -0.70761 -1.26806 -0.23 -0.47 0.16
O 0.69548 -0.73379 1.79382 0.79 0.21 -0.57
H -0.09954 -0.85510 2.32084 -0.42 0.25 0.13
H 0.65443 0.05432 1.20812 -0.58 -0.13 0.55
O -2.80401 3.13566 -4.15564 1.07 -0.94 1.87
H -3.11921 3.61232 -4.88450 -0.78 1.18 -1.45
H -2.49400 3.78610 -3.45924 -0.16 -0.21 -0.52
O -1.79187 4.79260 -2.21852 0.84 -0.70 0.14
H -2.29511 4.44223 -1.46052 0.07 0.11 0.25
H -0.87433 4.41873 -2.11016 -0.97 0.57 -0.42
O 3.85216 0.13331 2.47831 0.99 -0.33 0.48
H 3.07250 0.03860 3.01973 -0.70 -0.07 0.06
H 4.48222 -0.47223 2.93560 -0.37 0.51 -0.58
O -3.06717 0.51923 -2.05021 -0.41 -0.86 0.10
H -2.66696 -0.36134 -2.17434 0.09 0.70 -0.13
H -2.86394 1.03828 -2.83151 0.11 0.16 -0.16
O 0.19599 -3.01162 -3.28515 2.67 -0.77 0.00
H -0.49218 -3.60982 -3.43820 -1.72 -1.19 -0.40
H -0.15836 -2.18554 -3.03123 -0.89 2.09 0.28
O -0.92153 -4.46256 2.34987 0.26 0.19 -0.02
H -1.36585 -5.07958 1.75315 0.16 -0.15 0.03
H 0.02104 -4.72483 2.34333 -0.24 0.17 0.06
O -0.89340 5.56861 1.68844 0.61 0.21 -0.66
H -0.38796 5.93854 0.92115 -0.64 -0.72 1.04
H -0.46488 4.73282 1.93803 0.01 0.50 -0.31
O 1.00214 4.21386 -2.76045 0.53 -0.03 1.26
H 1.29690 3.56968 -2.04523 0.13 0.90 -0.88
H 1.45702 5.06210 -2.54916 -0.42 -1.06 -0.20
```
Positions in Å, forces in eV/Å.

The value obtained for the energy above the lowest of the compared OMol25 structures with the same formula, charge and spin is 36.05 kcal per mole. The value obtained for the total energy is -1911.0821 Ha. Its spin multiplicity is 1. As for the gap between HOMO and LUMO: 10.63 eV.

***

(4)
Molecular formula: H5N2O3P
Method: DFT, ωB97M-V with the def2-TZVPD basis set

```
11
Properties=species:S:1:pos:R:3:forces:R:3
N -2.02369 -0.61339 0.07966 2.14 -0.16 3.10
N 2.00713 -0.53695 -0.52152 -0.15 -0.12 -0.87
O 0.18429 2.56147 0.38622 0.88 -0.02 -2.93
O -1.35340 0.66644 0.05552 0.14 0.63 0.31
O 1.20091 0.21233 0.36648 -1.36 1.41 -0.56
P 0.11651 1.25135 -0.56426 0.65 -2.16 0.49
H -1.36575 -1.34232 0.50326 -0.82 1.54 -0.56
H -2.13551 -0.89624 -0.83159 -0.33 -0.56 -2.90
H 2.82501 0.04009 -0.74476 -0.07 -0.82 0.56
H 2.17850 -1.43052 -0.05759 0.43 0.69 -0.13
H -0.22448 2.24298 1.13837 -1.52 -0.42 3.49
```
Positions in Å, forces in eV/Å.

The value obtained for the energy above the lowest of the compared OMol25 structures with the same formula, charge and spin is 6.19 kcal per mole. The value obtained for the total energy is -679.4968 Ha. Its spin multiplicity is 1. As for the gap between HOMO and LUMO: 10.23 eV. The SMILES is NOP(O)ON.

***

(5)
Molecular formula: H5N2OP
Method: DFT, ωB97M-V with the def2-TZVPD basis set

```
9
Properties=species:S:1:pos:R:3:forces:R:3
N -0.25301 -1.29003 0.31864 -2.20 -1.46 0.47
N -0.41566 1.19079 0.44465 0.01 -2.36 -0.69
O 1.98114 -0.01914 -0.08657 4.20 -0.31 0.99
P 0.55478 -0.01882 -0.21081 -1.48 3.43 0.50
H -1.25878 -1.13478 0.05307 1.30 -0.98 0.46
H 0.22071 -2.12448 0.00372 -0.61 -0.60 0.08
H -0.53523 2.06752 0.05906 0.09 1.87 -1.19
H -0.27291 1.22434 1.39651 -0.03 0.41 2.76
H -0.02102 0.10460 -1.97826 -1.28 0.00 -3.39
```
Positions in Å, forces in eV/Å.

The value obtained for the energy above the lowest of the compared OMol25 structures with the same formula, charge and spin is 4.38 kcal per mole. The value obtained for the total energy is -528.9251 Ha. Its spin multiplicity is 3. As for the gap between HOMO and LUMO (spin up / spin down): 5.88 / 7.84 eV. Its expectation value of S² is 2.0040.

***

(6)
Molecular formula: H5N3
Method: DFT, ωB97M-V with the def2-TZVPD basis set

```
8
Properties=species:S:1:pos:R:3:forces:R:3
N 1.02941 0.49919 -0.18226 1.38 0.12 0.39
N -1.07850 -0.27609 0.26513 -1.51 -1.35 -0.02
N 0.14578 0.00299 0.82604 1.18 -1.45 1.34
H 1.46493 -0.16167 -0.83549 -0.62 -0.32 0.38
H 0.45575 1.12390 -0.71769 0.07 0.45 -0.21
H -1.61255 0.52201 -0.02841 0.11 0.79 0.49
H -0.87088 -0.75589 -0.57974 -0.37 -0.91 -1.13
H 0.46606 -0.95445 1.25244 -0.25 2.66 -1.24
```
Positions in Å, forces in eV/Å.

The value obtained for the energy above the lowest of the compared OMol25 structures with the same formula, charge and spin is 12.25 kcal per mole. The value obtained for the total energy is -167.1720 Ha. Its spin multiplicity is 1. As for the gap between HOMO and LUMO: 9.86 eV. The SMILES is NNN.